Record 1
C20H22NO | ωB97M-V with the def2-TZVPD basis set

Each line ends with the Mulliken charge.
Geometry (Å):
C  -0.744  4.121  1.420  -1.1950
C  0.316  3.067  1.483  0.7001
O  0.821  2.618  2.504  -0.4570
N  0.671  2.652  0.180  0.1749
C  1.504  1.658  -0.168  -0.7391
C  1.959  1.623  -1.576  -0.9360
C  3.147  0.637  -1.579  -0.7216
C  3.303  0.077  -0.150  -1.2184
C  2.206  0.730  0.762  0.4075
C  1.287  -0.254  1.441  0.8964
C  2.030  -0.980  2.575  -0.1942
C  2.743  -0.177  3.481  -0.5615
C  3.543  -0.749  4.469  -0.7060
C  3.692  -2.137  4.532  -0.5088
C  2.930  -2.938  3.680  -0.8409
C  2.028  -2.363  2.772  -0.4327
C  0.493  -1.090  0.424  0.4120
C  -0.621  -0.475  -0.148  -0.0850
C  -1.531  -1.187  -0.932  -0.7828
C  -1.331  -2.556  -1.159  -0.5067
C  -0.167  -3.152  -0.672  -0.9912
C  0.799  -2.393  0.009  -0.4142
H  -0.642  4.731  0.510  0.3456
H  -1.739  3.649  1.427  0.3038
H  -0.652  4.764  2.298  0.3762
H  0.286  3.229  -0.571  0.3973
H  1.152  1.319  -2.267  0.3358
H  2.268  2.630  -1.916  0.4446
H  4.061  1.165  -1.871  0.3073
H  3.004  -0.167  -2.311  0.3149
H  4.276  0.379  0.258  0.3859
H  3.273  -1.016  -0.123  0.2507
H  2.711  1.353  1.529  1.0250
H  0.543  0.370  1.966  0.6627
H  2.662  0.914  3.427  0.3063
H  4.060  -0.100  5.175  0.3967
H  4.403  -2.583  5.224  0.3961
H  3.030  -4.023  3.713  0.3948
H  1.347  -3.005  2.216  0.8600
H  -0.784  0.595  0.033  0.2216
H  -2.383  -0.665  -1.356  0.4422
H  -2.053  -3.125  -1.747  0.3965
H  -0.001  -4.225  -0.830  0.4036
H  1.775  -2.842  0.227  0.7325

E = -905.05935 hartree
Spin multiplicity = 1
HOMO energy = -0.42832 Eh
Energy relative to the best compared isomer or geometry (same formula, charge and spin) = 123.4 kJ/mol
SMILES = CC(=O)/[NH+]=C1/CCC[C@@H]1C(c1ccccc1)c1ccccc1
Total charge = +1
Gap between HOMO and LUMO = 0.24122 hartree
LUMO level = -5.091 eV

---

Record 2
C9H11NO2 | ωB97M-V with the def2-TZVPD basis set

Each line ends with the Mulliken charge.
Geometry (Å):
N  -1.698  1.644  0.715  -0.6587
C  -1.924  0.665  -0.335  -0.3469
C  -0.564  0.567  -1.095  -0.9791
C  0.661  0.018  -0.517  0.8830
C  0.947  -1.336  -0.416  -0.0537
C  2.037  -1.675  0.376  -0.4850
C  2.850  -0.701  0.870  -0.4332
C  2.831  0.683  0.496  -0.4017
C  1.664  1.026  -0.149  -0.2034
C  -2.562  -0.561  0.384  0.4515
O  -2.957  -0.519  1.610  -0.6591
O  -2.939  -1.512  -0.336  -0.4628
H  -0.822  1.210  1.257  0.3143
H  -2.499  1.780  1.236  0.3004
H  -2.721  0.820  -0.933  0.6769
H  -0.726  -0.425  -1.793  0.2146
H  -0.485  1.578  -1.667  0.2764
H  0.005  -1.819  -0.824  0.1833
H  2.277  -2.799  0.487  0.2767
H  3.894  -0.946  1.257  0.2403
H  3.679  1.416  0.798  0.2955
H  1.500  2.201  -0.182  0.1625
H  -2.448  -1.314  -1.241  0.4083

E = -554.66336 hartree
Spin multiplicity = 1
HOMO energy = -0.34064 Eh
Energy relative to the best compared isomer or geometry (same formula, charge and spin) = 388.4 kJ/mol
SMILES = N[C@@H](Cc1ccccc1)C(=O)O
Gap between HOMO and LUMO = 0.34906 hartree
LUMO level = 0.229 eV

---

Record 3
C15H27N3O2S2W | ωB97M-V with the def2-TZVPD basis set

Each line ends with the Mulliken charge.
Geometry (Å):
W  0.134  0.006  0.064  0.8134
C  -3.835  2.542  0.363  -1.6056
C  -2.740  1.606  -0.076  0.6624
S  -1.645  1.064  1.186  -0.2884
C  -2.609  1.128  -1.322  0.5338
C  -3.535  1.401  -2.473  -1.4395
S  -1.297  0.007  -1.630  -0.2256
H  -3.760  2.778  1.422  0.4453
H  -4.813  2.091  0.187  0.3627
H  -3.788  3.478  -0.195  0.3706
H  -4.112  2.305  -2.283  0.3873
H  -4.237  0.580  -2.624  0.3144
H  -2.991  1.547  -3.406  0.3954
C  2.903  -2.076  -2.314  -0.9639
O  2.093  -1.218  -1.443  -0.0220
C  0.984  -1.623  -0.861  0.2529
C  0.537  -3.027  -1.028  -1.1120
H  3.296  -2.910  -1.741  0.3926
H  3.707  -1.430  -2.645  0.2430
H  2.300  -2.408  -3.155  0.4247
H  1.200  -3.667  -1.600  0.5505
H  -0.448  -3.019  -1.505  0.2811
H  0.384  -3.450  -0.032  0.2341
C  3.913  3.963  -0.898  -0.8725
N  2.836  2.968  -1.101  0.1056
C  2.412  2.670  -2.483  -0.7976
C  2.274  2.395  -0.095  0.2899
O  1.326  1.542  -0.258  -1.3136
H  3.566  4.921  -1.275  0.3670
H  4.792  3.631  -1.445  0.3641
H  4.142  4.030  0.161  0.3193
H  2.853  3.422  -3.127  0.3884
H  1.328  2.706  -2.543  0.3324
H  2.771  1.680  -2.755  0.2293
H  2.593  2.649  0.912  0.4179
C  -2.827  -3.622  3.262  -1.2796
C  -1.679  -2.764  2.850  0.7526
C  -0.558  -2.335  3.540  -1.1675
C  0.146  -1.533  2.641  0.5288
N  -0.481  -1.501  1.472  0.8585
N  -1.598  -2.241  1.608  -0.1045
C  1.342  -0.656  2.776  -0.8669
H  -2.580  -4.150  4.179  0.3625
H  -3.063  -4.366  2.502  0.3643
H  -3.714  -3.015  3.443  0.3039
H  -0.313  -2.570  4.562  0.4845
H  -2.251  -2.311  0.845  0.2147
H  2.249  -1.204  3.032  0.3967
H  1.179  0.149  3.491  0.3200
H  1.611  -0.162  1.815  -0.0056

E = -1765.42929 hartree
Spin multiplicity = 1
HOMO energy = -0.50642 Eh
Energy relative to the best compared isomer or geometry (same formula, charge and spin) = 61.2 kJ/mol
Total charge = +2
Gap between HOMO and LUMO = 0.26163 hartree
LUMO level = -6.661 eV

---

Record 4
H6O3 | ωB97M-V with the def2-TZVPD basis set

Each line ends with the Mulliken charge.
Geometry (Å):
O  20.174  -27.509  12.363  -0.6693
H  20.698  -27.601  11.559  0.3078
H  19.341  -27.955  12.165  0.3242
O  18.377  -26.364  15.637  -0.6431
H  17.793  -26.437  14.875  0.3090
H  17.872  -26.731  16.372  0.3230
O  20.885  -27.673  15.100  -0.6595
H  20.303  -26.996  15.483  0.3531
H  20.549  -27.813  14.196  0.3550

E = -229.30892 hartree
Spin multiplicity = 1
HOMO energy = -0.37092 Eh
Energy relative to the best compared isomer or geometry (same formula, charge and spin) = 42.4 kJ/mol
SMILES = O.O.O
Gap between HOMO and LUMO = 0.38712 hartree
LUMO level = 0.441 eV

---

Record 5
C19H42NO2P3V | ωB97M-V with the def2-TZVPD basis set

Each line ends with the Mulliken charge.
Geometry (Å):
V  0.052  -0.031  0.925  0.0382
P  1.663  -0.980  2.515  1.4446
P  1.555  1.847  0.612  1.3227
P  -0.725  -2.283  0.454  1.3711
H  -0.592  1.846  -7.767  0.3604
C  -1.540  1.317  -7.616  -0.6361
C  -2.656  1.932  -7.210  -0.5532
H  -2.689  3.009  -7.038  0.3133
C  3.082  -1.850  1.736  -1.2209
C  2.531  0.149  3.676  -1.5480
C  1.056  -2.202  3.739  -1.3493
C  0.880  3.045  -0.590  -1.4671
C  1.832  2.987  2.032  -1.3481
C  3.259  1.572  -0.010  -1.3096
C  -2.048  -2.282  -0.793  -1.4176
C  -1.541  -3.218  1.807  -1.4697
C  0.473  -3.493  -0.219  -1.4030
H  -1.539  0.249  -7.877  0.3882
H  -3.603  1.392  -7.134  0.3850
H  3.762  -2.169  2.537  0.4724
H  3.619  -1.180  1.054  0.2420
H  2.746  -2.728  1.174  0.2444
H  3.108  -0.454  4.392  0.5184
H  1.803  0.749  4.238  0.3008
H  3.219  0.817  3.144  0.4320
H  1.646  -3.125  3.657  0.4079
H  -0.003  -2.441  3.591  0.2830
H  1.182  -1.793  4.751  0.5336
H  1.404  4.001  -0.488  0.5367
H  -0.192  3.188  -0.408  0.3876
H  1.005  2.657  -1.605  0.2983
H  2.830  3.439  1.950  0.4333
H  1.752  2.478  2.997  0.2642
H  1.073  3.778  1.999  0.4839
H  3.702  2.526  -0.327  0.5078
H  3.203  0.893  -0.870  0.3011
H  3.887  1.112  0.764  0.3384
H  -2.593  -3.231  -0.715  0.5974
H  -1.613  -2.175  -1.794  0.2838
H  -2.737  -1.443  -0.620  0.3594
H  -2.367  -3.804  1.385  0.5106
H  -1.950  -2.528  2.557  0.3358
H  -0.824  -3.897  2.281  0.4371
H  -0.056  -4.288  -0.765  0.4764
H  1.048  -3.936  0.603  0.3769
H  1.158  -2.980  -0.906  0.3350
C  -1.080  0.646  -2.160  0.1094
C  0.122  0.144  -2.760  0.3748
C  0.195  -0.077  -4.117  -1.1066
C  -0.911  0.172  -4.920  0.1830
C  -2.092  0.701  -4.388  -0.4285
C  -2.197  0.936  -3.031  -0.3541
O  -1.221  0.850  -0.897  -0.5472
H  1.068  -0.310  -0.188  0.1464
H  0.979  -0.069  -2.120  0.4055
H  1.120  -0.453  -4.556  0.4771
H  -0.825  0.009  -5.985  0.4465
H  -2.918  0.959  -5.055  0.3898
H  -3.097  1.330  -2.560  0.5307
C  -1.371  0.562  4.867  -0.8750
C  -1.887  0.886  3.501  0.4298
N  -3.055  1.567  3.498  -0.3422
O  -1.349  0.576  2.416  -0.6018
H  -2.113  -0.056  5.396  0.3970
H  -1.233  1.494  5.435  0.4121
H  -0.421  0.021  4.820  -0.1133
H  -3.476  1.825  2.619  0.2451
H  -3.494  1.814  4.369  0.2224

E = -2921.42744 hartree
Spin multiplicity = 3
HOMO energy (alpha / beta) = -0.63285 / -0.65371 Eh
Energy relative to the best compared isomer or geometry (same formula, charge and spin) = 149.7 kJ/mol
Total charge = +3
Gap between HOMO and LUMO (alpha / beta) = 0.14792 / 0.18310 hartree
LUMO level (alpha / beta) = -13.196 / -12.806 eV

---

Record 6
C5H7N | ωB97M-V with the def2-TZVPD basis set

Each line ends with the Mulliken charge.
Geometry (Å):
C  0.675  1.527  -0.645  -0.6367
C  0.964  0.449  0.043  0.4786
C  -2.047  -0.712  0.175  -0.5475
C  -1.704  0.443  -0.353  -0.1787
C  1.796  -0.710  0.408  -0.9085
N  -0.389  1.127  0.360  -0.3017
H  0.694  2.399  -1.272  0.4050
H  -2.764  -1.336  -0.236  0.3207
H  -1.400  -0.927  1.078  0.1959
H  -2.052  0.890  -1.192  0.4129
H  1.361  -1.635  0.915  0.2561
H  2.519  -0.591  1.234  0.2619
H  2.347  -0.922  -0.515  0.2419

E = -249.16033 hartree
Spin multiplicity = 3
HOMO energy (alpha / beta) = -0.17886 / -0.35997 Eh
Energy relative to the best compared isomer or geometry (same formula, charge and spin) = 347.0 kJ/mol
Gap between HOMO and LUMO (alpha / beta) = 0.22088 / 0.32345 hartree
LUMO level (alpha / beta) = 1.143 / -0.994 eV